The molecule C4H8O2. Source: OMol25; level of theory: ωB97M-V with the def2-TZVPD basis set.

HOMO-LUMO gap = 11.69 eV
HOMO = -0.39195 Eh
largest force on an atom = 0.0090 Eh/bohr
2S+1 = 1
charge = 0
energy relative to the best compared isomer or geometry (same formula, charge and spin) = 46.0 kJ/mol
E = -8372.805 eV

Last column: natural (NBO) charge in e.
Positions of all 14 atoms, in Å:
1 C 1.62812 -0.44537 0.18714  -0.618
2 C 0.12609 -0.30607 0.02595  0.077
3 C -0.31068 0.04591 -1.39735  -0.641
4 O -0.26475 0.75371 0.93691  -0.508
5 C -1.52487 0.72346 1.37047  0.651
6 O -2.35610 -0.09575 1.07313  -0.591
7 H 1.99392 -1.26435 -0.44033  0.215
8 H 2.13129 0.47431 -0.12537  0.212
9 H 1.88951 -0.65114 1.23069  0.219
10 H -0.37688 -1.21894 0.35443  0.201
11 H -0.41399 1.13194 -1.49338  0.221
12 H -1.26508 -0.42537 -1.66024  0.229
13 H 0.43894 -0.28648 -2.12279  0.213
14 H -1.69553 1.56415 2.06075  0.121